Record 1
Density functional theory data (ωB97M-V with the def2-TZVPD basis set) for a 2-piece molecular cluster, C5H16N2O overall at a distorted geometry.

Computed properties:
HOMO (alpha / beta)	1.24 / -5.73	eV
LUMO level (alpha / beta)	3.1128 / 3.0216	eV
max |F|	1.9	eV Å⁻¹
multiplicity	2
charge	-1
gap between HOMO and LUMO (alpha / beta)	1.87 / 8.75	eV
ΔE to the lowest compared entry with this formula, charge and spin	19.0	kcal/mol

```
24
Properties=species:S:1:pos:R:3:forces:R:3:lowdin_charge:R:1
C 1.065474 0.545914 1.390460 -0.9 -0.5 0.2 -0.30
N -0.009397 1.510437 1.197328 0.6 1.3 -1.2 -0.09
C -0.066066 2.115475 -0.145989 0.6 -0.1 1.0 -0.26
C -0.543380 1.199105 -1.262527 -0.3 1.1 -1.2 -0.21
C 0.521893 0.522238 -2.133210 -0.1 0.1 0.4 -0.31
N -0.119137 -0.167333 -3.263726 0.2 -0.4 0.3 -0.02
C 0.672882 -0.905091 1.630016 -0.3 -0.7 -0.5 -0.22
H 1.694891 0.882035 2.220451 0.1 -0.1 0.0 0.09
H 1.687022 0.531383 0.494193 0.1 0.3 0.0 0.08
H -0.948485 1.312931 1.460279 -0.3 -1.0 0.6 0.08
H -0.724501 2.979404 -0.061159 -0.1 0.1 -0.1 0.10
H 0.939733 2.514806 -0.331659 -0.1 0.0 -0.3 0.11
H -1.337402 0.565862 -0.864771 0.4 -0.6 -0.1 0.11
H -1.063120 1.820895 -2.013213 -0.1 0.1 0.3 0.10
H 1.208162 1.273078 -2.547573 -0.1 0.3 0.4 0.10
H 1.151948 -0.107720 -1.503217 -0.2 -0.6 -0.4 0.09
H -0.145772 0.455927 -4.060631 0.0 -0.1 0.0 0.05
H 0.412894 -0.983628 -3.539857 0.0 0.0 0.0 0.05
H -0.030077 -1.376834 0.930084 0.1 0.7 -0.5 0.04
H 1.600594 -1.463073 1.473237 -0.1 -0.4 0.7 0.05
H 0.142259 -1.145657 2.553057 0.6 0.2 0.4 0.02
H -2.289904 -3.583554 3.434914 0.3 -0.5 -0.6 -0.09
H -1.690331 -4.680249 2.458028 0.1 -0.1 0.4 -0.10
O -2.130180 -3.816351 2.485488 -0.3 0.7 0.1 -0.48
```
Forces are in eV/Å.



Record 2
Density functional theory data (ωB97M-V with the def2-TZVPD basis set) for C16H10KN4O7S as an isolated structure at a distorted geometry.

Computed properties:
HOMO	-5.58	eV
LUMO level	0.8552	eV
max |F|	2.7	eV Å⁻¹
multiplicity	1
charge	-1
gap between HOMO and LUMO	6.43	eV

```
39
Properties=species:S:1:pos:R:3:forces:R:3:lowdin_charge:R:1
K -0.361986 -0.430393 0.232884 2.6 0.2 -0.8 1.01
O -1.680003 -1.045626 2.045572 -0.4 -0.5 1.4 -0.15
C -2.662178 -0.701213 1.359954 -0.6 -0.1 0.4 -0.72
O -2.590814 -0.092925 0.272796 -1.7 0.5 -0.6 -0.18
C -4.049009 -1.058431 1.855839 0.0 0.0 -0.1 -0.11
C -5.030147 -1.378093 0.922973 0.1 0.1 0.1 0.00
C -6.298235 -1.738684 1.329916 -0.3 -0.1 0.2 0.01
C -6.585307 -1.756245 2.693936 1.4 0.4 -0.5 -0.16
C -5.619220 -1.400989 3.632421 -0.4 -0.1 0.1 0.01
C -4.349656 -1.067905 3.212709 0.1 0.0 -0.3 0.00
N -7.879557 -2.161348 3.150617 -1.1 -0.3 0.4 -0.36
O -8.709045 -2.492453 2.316664 0.2 0.1 0.2 0.07
O -8.085428 -2.164462 4.355237 -0.1 0.0 -0.3 0.06
H -4.768385 -1.340709 -0.123182 0.0 0.0 -0.1 0.12
H -7.061578 -2.004637 0.612677 0.0 0.0 0.1 0.12
H -5.888826 -1.401423 4.677315 0.0 0.0 0.0 0.12
H -3.578631 -0.818770 3.921969 0.1 0.0 0.1 0.12
O 5.111133 -4.696862 -7.763361 0.1 0.1 0.0 -0.37
S 5.424143 -3.350808 -7.308555 -0.1 -0.1 -0.1 0.40
O 5.788500 -3.249673 -5.906061 0.0 0.0 -0.3 -0.38
O 6.240682 -2.561779 -8.214906 -0.2 -0.1 0.1 -0.37
C 3.765132 -2.558300 -7.367380 0.7 -0.3 0.2 -0.35
N 3.101795 -2.458046 -8.508281 0.0 0.0 -0.6 0.13
C 1.885823 -1.947048 -8.446127 0.0 0.0 0.2 -0.12
C 1.291106 -1.553399 -7.251943 0.2 0.0 0.3 0.00
C 2.076073 -1.687674 -6.107018 0.1 -0.1 -1.0 -0.22
N 3.310243 -2.181424 -6.195673 -0.5 0.3 0.7 0.15
C 1.644370 -1.331307 -4.744258 -0.2 0.1 0.7 -0.13
C 2.491768 -1.660747 -3.682795 -0.2 0.1 -0.1 0.02
C 2.104683 -1.344895 -2.394844 0.1 -0.1 -0.1 -0.13
N 0.955730 -0.743807 -2.092234 0.1 0.0 -0.1 -0.06
C 0.153070 -0.427839 -3.103473 -0.1 0.0 -0.2 -0.15
C 0.442459 -0.691671 -4.433287 0.2 -0.1 0.0 0.00
H 1.362109 -1.854819 -9.391565 -0.1 0.0 0.0 0.10
H 0.281005 -1.172997 -7.230509 0.0 0.0 0.0 0.09
H 3.428755 -2.151950 -3.904513 0.1 0.0 0.1 0.12
H 2.736966 -1.588405 -1.551485 0.1 -0.1 0.0 0.11
H -0.775471 0.054314 -2.825237 -0.1 0.1 -0.1 0.11
H -0.263961 -0.396100 -5.195212 0.0 0.0 -0.1 0.10
```
Forces are in eV/Å.



Record 3
Density functional theory data (ωB97M-V with the def2-TZVPD basis set) for an isolated ion of composition C22H28NO2Si and charge +1 at a distorted geometry.

Computed properties:
HOMO	-10.51	eV
LUMO level	-4.2876	eV
max |F|	3.3	eV Å⁻¹
multiplicity	1
charge	+1
gap between HOMO and LUMO	6.22	eV

```
54
Properties=species:S:1:pos:R:3:forces:R:3:lowdin_charge:R:1
C -1.882185 -3.819280 0.403552 0.0 0.0 0.1 -0.15
Si -2.380684 -2.036495 0.122709 -0.3 -0.4 -0.7 0.47
C -1.238307 -1.086865 -1.006978 0.1 0.1 0.1 -0.14
C -4.178071 -1.991765 -0.391574 0.0 0.1 0.0 -0.15
O -2.365485 -1.269169 1.644692 0.9 2.3 1.2 -0.08
C -1.582929 -0.393436 2.311794 0.2 -0.4 0.8 -0.26
C -2.060142 0.851559 2.898702 -1.4 0.7 2.2 0.02
C -0.272024 -0.743407 2.712194 0.0 -0.2 0.1 0.01
C 0.241660 -2.012183 2.646056 0.5 0.0 0.1 -0.07
O 1.556881 -2.199263 2.726937 -1.6 0.0 0.0 -0.05
C 1.999898 -3.530517 2.414187 0.1 0.0 0.0 -0.02
H -1.822755 -4.372343 -0.548606 -0.1 0.2 0.3 0.05
H -0.910228 -3.917944 0.902492 -0.2 0.0 -0.3 0.00
H -2.633587 -4.309393 1.045510 0.2 0.1 -0.3 0.05
H -1.234589 -1.536420 -2.011029 0.0 0.1 0.3 0.05
H -1.550232 -0.036693 -1.115431 0.1 -0.3 0.0 0.04
H -0.202535 -1.090194 -0.636704 -0.2 0.0 -0.1 0.04
H -4.325652 -2.333927 -1.427371 0.1 0.1 0.3 0.05
H -4.774128 -2.647217 0.260372 0.2 0.2 -0.1 0.04
H -4.595824 -0.979565 -0.310825 0.1 -0.2 -0.1 0.04
H -1.831744 0.884141 4.069959 -1.2 -1.1 -2.5 0.17
H -2.955424 1.263705 2.450567 -1.3 -1.8 0.8 0.10
H 0.281406 0.098956 3.152956 0.3 -0.6 -0.5 0.14
H -0.406750 -2.928872 2.607961 0.6 1.0 -0.4 0.14
H 2.919547 -3.639946 2.957261 0.3 -0.3 0.2 0.10
H 1.266968 -4.277622 2.724433 0.1 0.1 0.0 0.10
H 2.190720 -3.596097 1.345152 0.0 0.0 0.0 0.10
C -2.404467 3.176900 4.498641 -0.4 -1.1 0.1 -0.02
C -1.852166 2.648134 3.175604 2.5 0.6 -2.2 -0.21
N -0.508216 2.903676 2.851468 -0.1 0.8 0.3 -0.01
C -0.063204 3.179406 1.541314 0.4 0.7 0.5 -0.15
C -0.825182 3.383373 0.405364 0.1 -0.2 -0.9 -0.02
C -0.157459 3.795475 -0.761533 0.5 -0.1 0.5 -0.07
C 1.226280 4.071827 -0.734769 0.5 0.2 0.3 -0.08
C 1.985314 3.991730 0.451715 -0.9 -0.5 0.4 0.01
C 1.317706 3.489096 1.593842 0.0 0.4 -1.0 -0.11
C 1.734045 3.337721 2.965892 0.3 0.1 0.9 -0.11
C 0.588708 2.967626 3.724693 0.4 0.4 -0.7 -0.15
C 0.646405 2.793618 5.095605 0.5 -0.2 0.5 -0.02
C 1.894471 2.970830 5.716728 0.0 -0.1 -0.4 -0.07
C 3.039386 3.318539 4.981610 0.0 0.3 -0.4 -0.08
C 2.966774 3.556704 3.602369 -0.7 -0.3 -0.1 0.00
H -3.498443 3.237773 4.389110 0.4 -0.2 0.3 0.10
H -2.148837 2.443657 5.287629 -0.4 0.7 -0.1 0.07
H -2.057213 4.190276 4.789031 0.2 -0.7 -0.5 0.12
H -2.475382 2.961617 2.337293 0.3 0.3 0.3 0.11
H -1.902052 3.218043 0.393265 0.2 0.1 -0.1 0.11
H -0.700602 3.922463 -1.700132 0.1 0.0 0.4 0.11
H 1.742308 4.392966 -1.646188 -0.4 0.0 0.3 0.11
H 3.037569 4.333367 0.551896 -0.9 -0.4 -0.4 0.12
H -0.227499 2.510951 5.675641 0.4 0.1 0.0 0.09
H 1.987151 2.838346 6.791415 -0.1 0.0 -0.2 0.11
H 4.004111 3.428068 5.479164 -0.4 0.0 0.0 0.11
H 3.808525 3.918848 2.996105 -0.2 -0.3 0.5 0.12
```
Forces are in eV/Å.



Record 4
Density functional theory data (ωB97M-V with the def2-TZVPD basis set) for a 6-piece molecular cluster, C42H33F5NO23S overall at a distorted geometry.

Computed properties:
HOMO	-11.26	eV
LUMO level	-3.8280	eV
max |F|	3.6	eV Å⁻¹
multiplicity	1
charge	+1
gap between HOMO and LUMO	7.43	eV

```
105
Properties=species:S:1:pos:R:3:forces:R:3:lowdin_charge:R:1
C -1.028824 3.941371 3.734360 -0.2 0.1 -0.1 0.14
C -0.055237 3.569207 3.144379 0.1 0.1 -0.4 -0.12
C 1.019518 3.132263 2.243154 -0.2 -0.6 0.5 -0.10
C 0.421717 2.315780 1.084176 -0.4 0.2 1.1 -0.30
C -0.630550 3.197618 0.410128 0.8 0.2 -0.6 -0.02
N -1.111266 2.565399 -0.888156 -0.2 0.3 0.7 -0.03
C -2.114140 1.468009 -0.565399 -1.0 0.2 -0.8 -0.08
C -1.963913 0.214997 -1.294208 0.9 0.1 0.6 -0.13
C -1.702580 -0.897679 -1.655567 0.1 0.3 -0.7 0.18
C 0.113736 2.248905 -1.640845 1.1 -1.2 -0.6 -0.18
S -0.176269 2.025141 -3.432585 -0.6 3.0 -2.0 0.70
O 0.930150 2.510038 -4.162912 1.1 -1.0 0.7 -0.18
O -1.349829 2.815512 -3.687332 -0.6 -1.1 1.3 -0.23
F -0.423066 0.556474 -3.829568 0.1 0.2 0.7 -0.08
C 1.043103 1.241960 -0.919891 -0.4 0.7 0.7 -0.15
C 2.341710 0.960772 -1.694456 0.4 -0.3 2.6 -0.43
F 2.162391 0.087689 -2.695587 -0.3 0.4 -0.5 0.14
F 2.883975 2.124161 -2.081956 -0.2 0.0 -0.7 0.15
C 3.371049 0.288409 -0.721889 1.0 -0.9 -1.7 -0.29
F 4.159694 1.163651 -0.100158 -0.5 0.2 0.6 0.13
F 2.743729 -0.562738 0.122927 -0.2 0.4 0.4 0.10
O 1.490942 1.925738 0.253165 -0.4 0.4 -0.6 -0.03
H -1.922183 4.324793 4.172044 0.1 -0.1 0.3 0.05
H 1.684721 2.462429 2.795278 0.2 0.2 -0.2 0.14
H 1.589070 3.982742 1.861783 0.0 -0.1 0.0 0.14
H -0.064477 1.430039 1.521897 0.1 0.0 -0.2 0.17
H -1.485181 3.420859 1.043654 0.0 -0.2 0.0 0.14
H -0.152236 4.138775 0.116420 -0.1 0.0 0.1 0.16
H -1.598101 3.323701 -1.375812 0.0 -0.3 -0.4 0.18
H -2.126243 1.298833 0.502618 0.5 0.1 -0.1 0.11
H -3.111452 1.868216 -0.782764 0.2 0.2 -0.1 0.16
H -1.452684 -1.774777 -2.212051 -0.2 -0.2 0.3 0.09
H 0.715231 3.166313 -1.632818 -0.2 0.0 -0.5 0.17
H 0.536008 0.338150 -0.572187 0.0 -0.2 -0.6 0.16
H 4.017577 -0.326489 -1.362150 0.0 0.1 0.0 0.18
C 6.189336 2.388600 -7.165618 -0.2 0.0 -0.1 0.08
C 6.564621 2.162851 -5.899276 0.3 0.1 -0.4 -0.23
C 5.559708 1.909459 -4.812737 -0.4 0.0 0.1 -0.31
O 5.961274 1.690146 -3.682797 0.2 0.0 -0.1 0.10
C 4.150393 1.941128 -5.161119 0.2 -0.1 0.2 0.07
C 3.773161 2.169033 -6.424184 -0.3 -0.1 0.3 -0.23
C 4.776574 2.396014 -7.518564 0.5 0.1 -0.1 -0.31
O 4.367289 2.578898 -8.648007 -0.3 0.0 0.1 0.12
O 2.493897 2.204689 -6.783006 0.2 0.0 -0.4 0.11
O 7.842126 2.147100 -5.526448 -0.3 -0.1 0.3 0.12
H 6.903216 2.569685 -7.956610 0.0 0.0 0.0 0.14
H 3.436414 1.775114 -4.371704 -0.1 0.0 0.0 0.09
H 2.490593 2.377947 -7.744585 0.0 0.0 0.0 0.13
H 7.841015 1.961788 -4.568772 0.1 0.0 0.0 0.12
C 3.744778 -6.132018 3.033098 0.2 0.1 0.0 0.08
C 2.534059 -5.902292 2.509041 0.1 -0.3 0.3 -0.24
C 2.305127 -4.816317 1.498033 0.2 0.3 -0.2 -0.32
O 1.183525 -4.667791 1.044667 -0.1 -0.2 0.2 0.10
C 3.435308 -3.988633 1.111764 -0.2 0.0 -0.1 0.07
C 4.646313 -4.213799 1.636729 -0.1 0.4 -0.3 -0.23
C 4.881958 -5.317312 2.628799 -0.2 -0.4 0.3 -0.31
O 6.008331 -5.479930 3.053460 0.1 0.3 -0.2 0.12
O 5.709104 -3.482341 1.316596 0.0 -0.3 0.3 0.12
O 1.463036 -6.617530 2.847305 0.0 0.3 -0.2 0.12
H 3.921884 -6.912141 3.759858 0.0 0.0 0.0 0.14
H 3.253313 -3.199671 0.396015 0.0 0.0 0.0 0.12
H 6.453057 -3.852457 1.830904 0.1 0.0 0.0 0.12
H 0.722335 -6.253795 2.327454 0.0 -0.1 0.0 0.12
C 0.617856 0.464646 8.354041 0.0 -0.1 0.1 0.08
C 0.035659 1.035977 7.295348 0.4 0.1 0.1 -0.23
C -1.376371 0.715388 6.899760 -0.4 -0.3 0.1 -0.30
O -1.841925 1.291635 5.928176 0.4 0.3 -0.2 0.08
C -2.109374 -0.265098 7.673275 -0.1 0.1 0.1 0.07
C -1.527742 -0.844807 8.734014 -0.4 0.0 -0.2 -0.22
C -0.124511 -0.503743 9.153830 0.4 0.3 -0.1 -0.31
O 0.337414 -1.051197 10.133827 -0.2 -0.2 0.1 0.12
O -2.151082 -1.752895 9.477286 0.4 0.1 0.1 0.12
O 0.650873 1.920118 6.505137 -0.5 -0.2 -0.1 0.10
H 1.633245 0.687373 8.650254 0.0 0.0 0.0 0.14
H -3.114534 -0.494243 7.344184 0.3 0.1 0.4 0.10
H -1.518214 -2.010008 10.175376 0.0 0.0 0.1 0.12
H -0.028654 2.150029 5.836729 0.1 0.2 0.0 0.09
C -4.143328 0.675251 -7.192722 -0.1 -0.1 -0.1 0.08
C -3.672162 0.913191 -5.962592 0.2 0.3 -0.4 -0.23
C -4.145921 0.131771 -4.773216 -0.4 -0.4 0.1 -0.30
O -3.663695 0.389330 -3.679280 0.1 0.3 -0.1 0.07
C -5.157347 -0.887182 -4.974146 0.2 0.1 0.2 0.07
C -5.633506 -1.127352 -6.205249 -0.2 -0.3 0.4 -0.23
C -5.142430 -0.363112 -7.403509 0.3 0.4 -0.2 -0.31
O -5.600618 -0.640403 -8.492695 -0.2 -0.2 0.1 0.13
O -6.559036 -2.045427 -6.441554 0.2 0.2 -0.3 0.13
O -2.760333 1.852959 -5.716704 -0.2 -0.4 0.3 0.09
H -3.809163 1.230801 -8.057545 0.0 0.0 0.0 0.14
H -5.501848 -1.430431 -4.105360 0.0 0.0 0.0 0.14
H -6.725237 -2.019639 -7.404383 -0.1 -0.1 0.0 0.13
H -2.572996 1.823473 -4.753962 -0.2 0.2 -0.3 0.05
C -3.426073 -0.365314 3.382225 0.0 0.0 -0.1 0.10
C -3.473342 -0.872518 2.144785 0.1 0.4 0.3 -0.19
C -4.042001 -2.231919 1.870094 -0.2 -0.5 0.2 -0.31
O -4.066524 -2.616466 0.715879 0.2 0.3 -0.2 0.12
C -4.529554 -3.018234 2.988805 0.0 0.0 -0.3 0.08
C -4.485263 -2.521851 4.230801 -0.2 -0.4 0.0 -0.23
C -3.940502 -1.153046 4.509591 0.2 0.5 -0.1 -0.27
O -3.937563 -0.746782 5.655221 -0.6 -0.4 -0.7 0.09
O -4.917379 -3.206988 5.284112 0.2 0.4 0.0 0.13
O -3.026938 -0.225420 1.046327 -0.8 -1.1 1.2 0.01
H -3.020324 0.613810 3.601698 0.0 0.0 0.1 0.12
H -4.921168 -4.002306 2.773820 0.0 0.0 0.0 0.14
H -4.779611 -2.633302 6.060574 -0.1 -0.1 0.1 0.13
H -3.196612 -0.848758 0.309758 0.0 -0.1 -0.1 0.09
```
Forces are in eV/Å.